[1]
ORCA calculation (the ωB97M-V functional and the def2-TZVPD basis) on a cluster of 2 separate species, C31H34N4O2S in total.

Values from the calculation:
- strongest force on any atom (eV/Å) = 1.862
- net charge = 0
- gap between HOMO and LUMO (eV) = 4.319

Geometry as XYZ:
```
72
C31H34N4O2S (the ωB97M-V functional and the def2-TZVPD basis)
S -4.7693 -5.9196 0.3969
O -3.9055 -1.7046 2.7419
O -3.3062 -1.7966 -1.8342
N -4.2945 -3.6300 1.5775
N -3.9927 -3.6790 -0.7441
N 2.4077 1.2494 -5.9847
N -0.4332 1.3444 5.8883
C 0.2311 0.5750 2.3567
C -0.6139 -1.4036 3.4229
C 0.9746 -0.7687 -2.5621
C 0.3896 -0.8623 -0.1557
C 1.5322 -0.7767 -4.9386
C -0.1128 3.4964 4.7060
C 1.9279 0.5786 -4.8583
C -0.7696 -0.7500 7.1570
C -3.9225 -2.2848 1.6588
C 1.0689 -1.4184 -3.8105
C 2.2246 2.6991 -3.5005
C 2.9146 2.6326 -5.9142
C 2.4242 0.6207 -7.3172
C 0.5097 -1.4544 -1.3992
C -0.7225 -0.7260 4.6192
C 1.6372 -1.5137 -6.2488
C 1.3685 0.5811 -2.5161
C -0.3407 0.6351 4.6908
C 0.0627 2.7279 6.0117
C -0.1374 -0.7793 2.2529
C -3.6045 -2.3346 -0.7704
C 0.1392 1.2772 3.5293
C -0.0361 -1.4710 1.0090
C 2.6580 -0.8830 -7.2113
C -1.0179 0.7538 7.1037
C 1.8338 1.2519 -3.6207
C -3.5725 -1.6376 0.4549
C -1.2413 -1.4170 5.8530
C 0.5349 2.7277 3.5486
C 2.1779 3.4351 -4.8464
C -4.3282 -4.3222 0.4068
H -2.0915 0.9691 7.0949
H 3.2363 2.7555 -3.0829
H 3.9863 2.5852 -5.6931
H 0.6102 1.0959 1.4999
H -0.9502 -2.4742 5.8339
H 1.5762 3.1946 -2.7666
H 0.6501 -1.5270 -6.7251
H 3.6744 -1.0650 -6.8402
H 0.2406 -2.4904 -1.4924
H -4.5410 -4.0929 2.4468
H -0.3028 -2.5125 0.9780
H -2.3368 -1.4100 5.8179
H 1.8888 -2.5641 -6.0598
H 2.6184 -1.3517 -8.2048
H 0.6480 0.1754 -0.0934
H 0.7668 -2.4465 -3.8827
H 2.8169 3.0945 -6.9026
H -0.6003 1.2633 7.9786
H -0.9127 -2.4356 3.3769
H 1.6264 2.7907 3.6218
H 0.2804 3.1888 2.5853
H -1.2613 -1.1912 8.0346
H 1.3158 1.1193 -1.5896
H 2.5942 4.4480 -4.7634
H -1.1831 3.6226 4.5032
H -3.2766 -0.6037 0.4679
H -0.4606 3.2183 6.8385
H 1.4609 0.8287 -7.7951
H -4.0160 -4.1686 -1.6335
H 3.1917 1.1066 -7.9298
H 0.2978 4.5114 4.7891
H 1.1203 2.6790 6.2910
H 1.1334 3.5672 -5.1538
H 0.3026 -0.9338 7.2977
```


[2]
ORCA calculation (the ωB97M-V functional and the def2-TZVPD basis) on an isolated molecule of C31H34O5.

Values from the calculation:
- strongest force on any atom (eV/Å) = 3.562
- structure (SMILES) = CCCCC(C(=O)OCC)(C(=O)OCC)C1(c2ccc(OC)cc2)c2ccccc2-c2ccccc21
- net charge = 0
- energy relative to the best compared isomer or geometry (same formula, charge and spin) (eV) = 0.000
- gap between HOMO and LUMO (eV) = 8.756

Geometry as XYZ:
```
70
C31H34O5 (the ωB97M-V functional and the def2-TZVPD basis)
O -0.8144 0.3563 -3.2060
O -3.8639 -0.0689 4.0428
O 2.6221 0.7300 -1.0616
O -1.6905 1.8049 -1.7424
O 1.6429 -0.3978 -2.7254
C -1.2123 -0.6822 0.8517
C 1.5362 -2.5286 -0.6306
C 2.9598 -2.2275 1.6933
C 0.2027 0.4636 -0.9428
C 4.9851 1.0065 -0.9445
C 0.4315 -3.6325 -2.6741
C 1.8558 -1.3860 1.4629
C -0.9189 0.0837 1.9734
C 1.5321 0.2190 -1.6837
C 3.3580 -3.1854 0.7537
C -4.9728 -0.9333 4.3388
C -1.7450 -1.9289 -2.0766
C -3.0530 -0.3420 2.9886
C -0.5482 -1.8054 -1.3854
C -1.8670 -2.9556 -3.0309
C 1.3712 2.0148 0.8775
C 1.9743 3.6071 2.7813
C -3.0779 3.6051 -2.5892
C -0.1470 -0.8225 -0.2618
C 0.2625 1.7852 -0.1359
C -0.7710 -3.7620 -3.3692
C -2.7317 2.1463 -2.7227
C 0.4999 -2.6939 -1.6476
C 3.8743 0.2017 -1.5564
C -2.4307 -1.3692 0.8728
C 2.6586 -3.3237 -0.4455
C -0.8130 0.8346 -2.0844
C 1.1560 -1.5099 0.2722
C -1.8123 0.3240 3.0011
C -3.3531 -1.2064 1.9108
C 0.8618 2.9571 1.9692
H 3.9363 -0.8650 -1.2815
H -0.8529 -4.4766 -4.1938
H -5.2818 -0.6305 5.3420
H 0.0442 0.5548 2.0641
H 1.7252 1.0657 1.2959
H -2.2958 4.2200 -3.0434
H 1.5958 3.8685 3.7745
H 2.3104 4.5258 2.2864
H 1.5592 -0.6576 2.2281
H 3.5054 -2.1143 2.6304
H -4.0032 3.7931 -3.1351
H -2.6843 -2.0499 0.0712
H 4.2192 -3.8191 0.9536
H 3.8830 0.2834 -2.6513
H -3.5898 1.4973 -2.4965
H 5.9398 0.5309 -1.1862
H -4.6756 -1.9915 4.3243
H 1.3285 -4.2013 -2.9112
H 2.2399 2.4563 0.3691
H 0.3635 2.6011 -0.8725
H 2.9486 -4.0232 -1.2302
H 0.1988 2.3920 2.6352
H -4.2845 -1.7702 1.8832
H -1.5735 0.9901 3.8249
H -2.3434 1.9237 -3.7205
H 4.9032 1.0909 0.1451
H 0.2300 3.7297 1.5131
H -2.5841 -1.2515 -1.8837
H -5.7829 -0.7604 3.6188
H -0.7090 1.9388 0.3462
H -3.2218 3.9164 -1.5531
H 2.8252 2.9280 2.8979
H -2.8258 -3.0821 -3.5306
H 4.9902 2.0085 -1.3875
```


[3]
ORCA calculation (the ωB97M-V functional and the def2-TZVPD basis) on a structure of composition C31H35AuClNOP.

Values from the calculation:
- strongest force on any atom (eV/Å) = 0.683
- <S²> = 2.0111
- net charge = +1
- energy relative to the best compared isomer or geometry (same formula, charge and spin) (eV) = 0.621
- gap between HOMO and LUMO (alpha / beta) (eV) = 7.691 / 7.579
- multiplicity = 3

Geometry as XYZ:
```
71
C31H35AuClNOP (the ωB97M-V functional and the def2-TZVPD basis)
Au 0.3039 -0.5650 1.4581
Cl 0.0435 -3.6443 0.3762
P -0.3541 -0.4586 -1.0084
O 0.9151 1.9137 3.0433
N 2.5430 -0.8890 1.2408
C -1.6865 1.9170 -1.3052
C 0.8421 0.4193 -2.1057
C -1.8411 0.5287 -1.3385
C 3.5417 -0.3385 1.9583
C 4.8627 -0.4299 1.5235
C -2.3174 -0.3024 3.8646
C -1.3680 -4.4317 -3.2252
C 3.2675 0.3230 3.2835
C 1.9823 0.9613 -1.5144
C 2.6547 1.9424 -3.5986
C 2.8607 -1.5826 0.1316
C 4.1467 -1.7283 -0.3348
C 3.2986 1.8617 3.2536
C -4.1276 -0.5850 2.1607
C -0.7170 -2.0870 -1.7995
C 2.1217 2.4828 2.5271
C -0.5551 -3.3614 -1.2295
C -1.2285 -2.0486 -3.1039
C -4.0243 2.2026 -1.7706
C -3.1013 -0.0133 -1.5741
C -2.6982 1.4615 2.1230
C -2.7097 -0.0456 2.3935
C -0.8815 -4.5121 -1.9360
C 0.5931 0.7072 -3.4492
C -1.7472 -0.7884 1.5163
C 5.1733 -1.1160 0.3668
C -1.5424 -3.1904 -3.8144
C -2.7711 2.7485 -1.5246
C 2.8889 1.7086 -2.2539
C -4.1852 0.8253 -1.7938
C 1.4973 1.4517 -4.1882
H -2.0364 -1.8086 1.2565
H 3.7697 2.1162 -1.7734
H -4.4275 -0.4365 1.1229
H 4.3320 -2.3013 -1.2329
H -0.3149 0.3787 -3.9313
H 2.1829 2.2973 1.4486
H -3.0593 1.6703 1.1159
H 4.2214 2.2109 2.7839
H -0.7076 2.3422 -1.1143
H 0.2565 2.5979 3.1793
H -3.2425 -1.0865 -1.5855
H -1.6191 -5.3345 -3.7658
H -5.1618 0.3984 -1.9857
H -1.9310 -3.1043 -4.8202
H -1.4076 -1.0912 -3.5655
H 2.0392 -2.0341 -0.4014
H 6.1983 -1.1907 0.0268
H -2.2951 -1.3730 4.0757
H 5.6385 0.0298 2.1219
H -0.7505 -5.4753 -1.4611
H -1.3278 0.1088 4.0814
H 4.0500 -0.0029 3.9686
H -3.3387 1.9860 2.8355
H 3.2906 2.2201 4.2837
H 1.2860 1.6653 -5.2280
H -1.6852 1.8616 2.2045
H -4.8765 2.8501 -1.9318
H -4.1786 -1.6517 2.3897
H 2.1225 3.5623 2.6829
H -3.0461 0.1654 4.5317
H 2.1500 0.8204 -0.4566
H 2.3075 -0.0116 3.6762
H -4.8403 -0.0632 2.8026
H -2.6376 3.8226 -1.5061
H 3.3582 2.5236 -4.1807
```


[4]
ORCA calculation (the ωB97M-V functional and the def2-TZVPD basis) on a structure of composition C31H35Cl2HgN10O8S3.

Values from the calculation:
- strongest force on any atom (eV/Å) = 0.588
- <S²> = 0.7653
- net charge = -2
- energy relative to the best compared isomer or geometry (same formula, charge and spin) (eV) = 0.000
- gap between HOMO and LUMO (alpha / beta) (eV) = 3.224 / 5.901
- multiplicity = 2

Geometry as XYZ:
```
90
C31H35Cl2HgN10O8S3 (the ωB97M-V functional and the def2-TZVPD basis)
Hg 0.9517 -1.2084 -0.5147
Cl 1.0145 -5.6463 -0.5373
Cl 4.5395 -1.6796 0.6760
S -1.9018 2.5533 0.1560
S 2.3474 1.3937 -1.9858
S 2.4360 -2.8964 -1.4292
O 0.3194 1.9171 -3.9469
O -3.2556 -0.8597 0.5194
O -5.1052 -0.5080 -5.4451
O -1.1890 -1.5841 0.2254
O -0.1188 0.2462 -1.7832
O -5.8540 -1.3672 -3.6241
O -0.7004 1.1201 -5.7658
O 2.7382 0.8258 -0.6228
N 1.9514 -1.2130 3.9253
N -1.6130 0.5486 2.4645
N 1.3612 -0.9149 8.3672
N -4.9636 -0.8119 -4.2648
N -2.1999 1.8059 2.6931
N 2.2621 -1.0958 7.4735
N 1.7625 -0.8001 6.2589
N -0.5524 1.1345 -4.4913
N 1.1577 -1.1147 1.8897
N -2.8041 3.9579 2.2474
C 2.1578 -4.8698 0.5136
C -1.0483 -0.1724 8.2601
C 0.4649 -0.3899 6.3696
C 2.6551 -0.8351 5.1140
C 2.9768 3.9002 0.2136
C -2.2599 -1.0268 -0.2055
C 3.6521 2.5510 -4.1112
C 1.1069 -2.3032 3.7766
C -0.5210 -0.0116 5.4466
C 3.9385 -3.7315 2.2786
C -3.5558 -0.8313 -2.2772
C 2.4011 -5.4787 1.7356
C -2.7048 0.1331 -4.3295
C 0.2156 -0.4789 7.7383
C -1.7550 0.2757 5.9781
C 0.6172 -2.2166 2.5172
C 3.2915 -4.9052 2.6263
C 3.4504 1.3553 -5.0367
C -1.2683 0.0480 -2.3382
C -2.0191 0.2045 7.3664
C 2.7412 0.7101 2.4963
C 3.6830 -3.1404 1.0526
C 3.8541 2.1553 -2.6480
C 1.5915 3.3864 -0.1652
C -2.3125 2.7593 1.7314
C -1.5074 0.4610 -3.7088
C 1.9520 -0.5248 2.7450
C -2.3453 -0.5846 -1.6492
C -3.7170 -0.5041 -3.6115
C 2.7703 -3.6693 0.1221
C 1.4179 2.9071 -1.5970
H 2.5135 0.8522 -4.7972
H -2.8297 0.3957 -5.3666
H 1.6893 3.6601 -2.3389
H 3.3138 4.6798 -0.4766
H 2.9668 4.3312 1.2187
H 3.3746 1.6840 -6.0742
H 3.7984 0.5540 2.7199
H 0.8491 4.1748 -0.0102
H -4.3579 -1.2875 -1.7180
H 3.7073 3.0909 0.1999
H 0.9266 -2.9984 4.5775
H -0.1117 -2.8272 2.0109
H 2.6619 0.9635 1.4377
H 2.3707 1.5442 3.0991
H -2.5534 0.5354 5.2932
H -2.3001 -0.0454 1.9808
H 4.2817 0.6489 -4.9554
H 3.4815 -5.3705 3.5850
H 2.7775 3.1999 -4.2041
H 1.3007 2.5751 0.5045
H 1.8799 -6.3946 1.9776
H -3.0142 0.4386 7.7225
H 0.3896 2.6203 -1.7986
H 4.1594 2.9966 -2.0258
H -0.8636 0.6700 1.7812
H 3.4505 -1.5373 5.3648
H 4.6477 -3.2635 2.9487
H -3.0399 4.5952 1.5022
H 4.5245 3.1354 -4.4230
H -0.3876 0.0303 4.3719
H 4.6027 1.3629 -2.5606
H 3.0918 0.1490 4.9481
H -1.2378 -0.2452 9.3226
H -3.5606 3.8377 2.9075
H -2.0835 2.1462 3.6357
```


[5]
ORCA calculation (the ωB97M-V functional and the def2-TZVPD basis) on a structure of composition C31H35ClEuN2Si2.

Values from the calculation:
- strongest force on any atom (eV/Å) = 3.116
- <S²> = 15.7736
- net charge = 0
- energy relative to the best compared isomer or geometry (same formula, charge and spin) (eV) = 3.735
- gap between HOMO and LUMO (alpha / beta) (eV) = 3.344 / 3.825
- multiplicity = 8

Geometry as XYZ:
```
72
C31H35ClEuN2Si2 (the ωB97M-V functional and the def2-TZVPD basis)
Eu 0.2973 1.0079 -1.3732
Cl 3.6349 0.4349 -3.8045
Si 1.8079 0.2861 -6.7679
Si 1.5741 0.1554 -4.4996
N 0.9320 2.0560 0.9270
N 2.4883 0.0557 -0.3424
C -1.6627 -0.8960 -1.4404
C 0.2197 -2.5916 -9.2419
C -1.3563 -0.1251 0.7115
C 1.4141 -3.7568 -7.5050
C 1.9596 -2.5494 -7.0724
C -0.5680 -1.6075 -0.8675
C 0.3049 -1.3625 -4.6467
C -0.9234 -1.3468 -5.3248
C -0.3576 3.7898 -8.9916
C 2.3946 1.9778 1.2597
C 1.6784 2.6119 -8.3783
C 2.9336 0.5919 0.9896
C -0.0270 4.0611 -4.6404
C -0.0512 -3.6956 -4.0763
C 0.8772 2.9995 -4.6570
C -1.3342 3.8666 -4.1852
C -0.3807 -1.1383 0.4614
C 0.7493 -1.3771 -8.7975
C -1.7484 2.6092 -3.7446
C -1.2249 -3.7065 -4.8352
C 0.5159 -3.7819 -8.5762
C 1.5508 -1.3289 -7.6440
C -0.8801 1.5168 -3.8836
C -1.0982 2.8342 -8.2941
C -2.1421 0.0324 -0.4683
C -1.6613 -2.5341 -5.4535
C -0.4656 1.7538 -7.6723
C 0.7138 -2.5283 -3.9901
C 1.0332 3.6656 -9.0321
C 0.9335 1.6392 -7.6881
C 0.4472 1.7004 -4.3352
H -0.4492 -2.6108 -10.1017
H 2.7674 2.5507 -8.3723
H -1.5251 0.3753 1.6689
H 3.2391 0.1008 -1.0377
H 2.6503 -2.5472 -6.2267
H 2.5687 -0.1033 1.7585
H -1.3135 -0.4300 -5.7832
H -2.7495 2.4487 -3.3283
H 0.3119 -1.5592 1.1930
H 1.6461 -2.5129 -3.4073
H 2.9222 2.7132 0.6471
H 0.4150 1.4899 1.6086
H 1.9068 3.1567 -4.9922
H -0.0169 -2.4158 -1.3512
H -2.9925 0.7057 -0.5888
H 0.6076 3.0121 1.0716
H -1.2594 0.5152 -3.6271
H 1.3881 -0.1441 -3.0056
H 1.6676 -4.6834 -6.9871
H 3.2586 0.5517 -6.4122
H 2.2892 -0.9436 -0.2471
H 1.6173 4.4134 -9.5665
H -2.0928 -1.0840 -2.4244
H -2.1813 2.9327 -8.2220
H -1.0738 1.0257 -7.1332
H -0.8614 4.6293 -9.4793
H 0.2916 -4.5845 -3.5425
H 0.3022 5.0364 -4.9999
H 4.0314 0.6108 1.0195
H 0.0488 -4.7238 -8.8804
H 0.4933 -0.4566 -9.3223
H -2.0315 4.7032 -4.1879
H 2.5578 2.2203 2.3186
H -1.7813 -4.6376 -4.9523
H -2.5924 -2.5226 -6.0291
```


[6]
ORCA calculation (the ωB97M-V functional and the def2-TZVPD basis) on a cluster of 3 separate species, C31H35ClN3O9PS in total.

Values from the calculation:
- strongest force on any atom (eV/Å) = 1.940
- structure (SMILES) = CC(=O)OCCCCCCc1c(S)c([PH2]=O)c(C[C@@H](C)Cl)c2c1C(=O)NC2=O.O=[N+]([O-])c1ccccc1.O=[N+]([O-])c1ccccc1
- net charge = 0
- gap between HOMO and LUMO (eV) = 7.909

Geometry as XYZ:
```
81
C31H35ClN3O9PS (the ωB97M-V functional and the def2-TZVPD basis)
Cl 1.8671 1.9670 1.3191
S 2.9393 -0.6875 -3.7951
P 1.5459 2.1839 -3.0046
O 2.2347 0.2293 5.5094
O -1.4508 0.0135 1.5118
O -3.2975 -3.2265 -4.9368
O 1.5263 -0.7923 3.7622
O 2.0412 2.0130 -4.3852
O 0.5769 -3.7701 0.5593
O -3.5469 4.2401 0.4593
O -4.8023 -2.6619 -3.3859
O -1.6128 5.1643 0.3543
N 0.0199 -1.7914 1.6587
N -2.7721 5.1355 0.7180
N 2.2534 -0.6974 4.7357
C -2.8679 8.3424 2.6127
C 1.2769 0.6568 -2.0424
C 4.9585 -2.7167 6.3115
C 2.3053 -2.9998 -1.9880
C 0.8985 -1.5553 -0.5298
C 1.2697 -4.1144 -2.2284
C 4.0387 -1.7056 6.0891
C 1.6883 -1.6802 -1.6300
C 0.5224 -2.5648 0.5479
C -0.2612 2.0018 -0.5106
C -0.2814 -5.1806 -3.8628
C -0.5130 -0.6012 1.0653
C -1.5758 -4.4052 -3.6381
C -0.6534 2.8314 1.8981
C -1.9005 -3.4589 -4.7883
C 4.2060 -3.8490 4.3247
C 1.8749 -0.5348 -2.3744
C 0.3385 2.7253 0.7349
C 3.2154 -1.7809 4.9809
C -2.4062 7.2987 1.8279
C -3.2576 -0.9446 -3.9096
C -5.0195 7.2746 2.7790
C -4.5662 6.2285 1.9927
C 3.2824 -2.8432 4.0967
C -4.1713 8.3288 3.0909
C 0.4518 0.7362 -0.9414
C -3.2625 6.2538 1.5323
C 5.0451 -3.7849 5.4289
C -3.8304 -2.3408 -4.0413
C 0.9794 -4.3125 -3.7305
C 0.2828 -0.3812 -0.1953
H 1.8028 -4.9052 -4.1266
H 2.9413 -3.3030 -1.1542
H 2.9428 -2.9433 -2.8598
H 0.6057 3.7303 0.4415
H -2.3756 -5.1281 -3.4890
H -2.2007 -0.9359 -3.6570
H -0.2335 -5.9391 -3.0812
H -3.4194 -0.3642 -4.8131
H 3.9721 -0.8729 6.7735
H -2.2099 9.1654 2.8544
H 1.6290 -5.0667 -1.8584
H -1.3919 7.3064 1.4575
H 4.2727 -4.6826 3.6396
H 5.6106 -2.6703 7.1725
H 2.6297 -2.8972 3.2383
H -0.7073 3.8467 2.2720
H 0.8740 -1.6059 2.1987
H -1.2881 1.7173 -0.3095
H -0.3274 -5.7163 -4.8100
H -0.3518 2.1573 2.6911
H -0.3189 2.7286 -1.3054
H -3.7679 -0.4722 -3.0826
H 0.3623 2.9460 -3.0215
H -5.2244 5.4078 1.7493
H 0.3299 -3.8582 -1.7655
H 5.7693 -4.5700 5.6018
H 3.7748 0.3533 -3.6554
H -1.5515 -3.8198 -2.7182
H -1.3602 -2.5314 -4.6043
H -6.0343 7.2664 3.1513
H -1.6497 2.5310 1.5979
H -1.5066 -3.8450 -5.7243
H 0.8763 -3.3637 -4.2535
H 2.4630 2.9494 -2.2425
H -4.5271 9.1421 3.7097
```